No. 1
Molecular formula: C8H15CsN7S3
Method: DFT, ωB97M-V/def2-TZVPD

XYZ file:
```
34
Properties=species:S:1:pos:R:3
Cs 2.1664 1.5955 -2.1584
S 5.6310 4.5792 0.1808
C 4.7196 3.7150 -0.9572
S 5.1311 2.0487 -1.3285
S 3.3648 4.4816 -1.7607
C -4.0772 0.3263 -0.6439
N -3.2520 0.6748 0.4919
C -3.6634 1.9362 1.0997
C -1.8697 0.4235 0.3502
N -1.2693 0.0711 -0.7096
N -1.2326 0.5520 1.5824
C 0.1312 0.5268 1.8913
N 0.3182 0.6299 3.2788
N 1.0354 0.4077 1.0221
H -5.1233 0.4143 -0.3508
H -3.8923 -0.7036 -0.9458
H -3.9127 0.9848 -1.5089
H -4.6461 1.8226 1.5591
H -3.7227 2.7401 0.3548
H -2.9600 2.2549 1.8629
H -1.9001 0.1180 -1.5037
H -1.8528 0.4939 2.3702
H -0.3755 1.1695 3.7737
H 1.2527 0.9194 3.5229
H 1.9639 0.4738 1.4312
N 2.7925 -4.1653 -1.2767
C 1.4429 -4.4319 -1.2180
C 0.8326 -3.2629 -1.5618
N 1.7702 -2.2923 -1.8280
C 2.9300 -2.8653 -1.6485
H 3.5370 -4.8050 -1.0691
H 1.0599 -5.3984 -0.9411
H -0.2222 -3.0467 -1.6075
H 3.8923 -2.3882 -1.7539
```

For the LUMO energy, the calculation gives 1.8 eV. As for the net charge: -1. As for the molar mass: 438.36 g mol⁻¹. For the HOMO-LUMO gap, the calculation gives 3.79 eV. Its spin multiplicity is 1. For the largest force on an atom, the calculation gives 0.7 eV/Å.

***

No. 2
Molecular formula: C8H15F3NO4S
Method: DFT, ωB97M-V/def2-TZVPD

XYZ file:
```
32
Properties=species:S:1:pos:R:3
F -3.9995 0.7078 -2.3482
C -2.8269 -0.2313 -2.4815
F -3.3412 -1.5494 -3.0113
F -2.0058 0.3320 -3.6174
C -1.9686 -0.3903 -1.0843
C -1.6849 -2.0040 -0.7681
C -1.0584 -2.1415 0.7393
C -0.7052 -0.7400 1.4969
N -1.6911 0.3846 1.3175
C -2.7432 0.1775 0.2550
H -0.9395 0.1796 -1.1651
H -1.0665 -2.5221 -1.6174
H -2.7502 -2.5363 -0.7280
H -0.0243 -2.7239 0.6139
H -1.7029 -2.8325 1.4652
H 0.3875 -0.3381 1.2414
H -0.6662 -0.9875 2.6638
H -1.1944 1.2934 1.0925
H -2.1807 0.5606 2.2392
H -3.5722 -0.5338 0.6788
H -3.2562 1.2332 0.0550
C 4.6410 1.0492 0.1202
C 3.5173 1.3605 -0.8648
O 2.3117 1.1678 -0.1286
S 2.5765 1.5570 1.4331
O 2.1190 2.9125 1.6441
O 2.1578 0.4476 2.2579
O 4.2056 1.5738 1.3734
H 4.7786 -0.0310 0.2324
H 5.5885 1.5071 -0.1763
H 3.5411 0.7107 -1.7428
H 3.5533 2.4070 -1.1858
```

For the LUMO energy, the calculation gives -3.5 eV. As for the net charge: +1. As for the molar mass: 278.27 g mol⁻¹. For the HOMO-LUMO gap, the calculation gives 10.89 eV. Its spin multiplicity is 1. For the largest force on an atom, the calculation gives 5.3 eV/Å.

***

No. 3
Molecular formula: C8H15FNO2S
Method: DFT, ωB97M-V/def2-TZVPD

XYZ file:
```
28
Properties=species:S:1:pos:R:3
C 3.1037 0.7582 -0.3454
C 2.3959 1.3501 0.9603
C 2.0456 -0.1149 -1.0800
C 0.9289 0.9386 0.7881
C 0.9307 -0.3762 -0.0319
C -2.2802 -2.0664 -0.6808
C -2.1009 -0.0220 0.8871
C -1.2668 -1.1922 0.1446
N -0.2187 -0.7541 -0.7305
O -3.4742 2.0342 0.6346
O -2.3073 1.2057 -1.3832
F -0.7710 -2.0360 1.1424
S -3.2449 0.8394 -0.2719
H 3.3623 1.5677 -1.0566
H 4.1786 0.2898 -0.2444
H 2.8281 0.6257 1.7321
H 2.5329 2.4441 1.0657
H 1.4934 0.3761 -1.8932
H 2.4933 -1.0358 -1.6473
H 0.3897 0.8237 1.7745
H 0.2386 1.6764 0.2666
H 1.1316 -1.1126 0.7209
H -1.8132 -2.9058 -1.1212
H -3.0484 -2.4071 -0.0488
H -2.7685 -1.2499 -1.3706
H -1.4766 0.8033 1.2871
H -2.5786 -0.5392 1.7090
H -0.7039 0.0792 -1.2074
```

For the LUMO energy, the calculation gives 3.4 eV. As for the net charge: -1. As for the molar mass: 208.28 g mol⁻¹. For the HOMO-LUMO gap, the calculation gives 7.20 eV. Its spin multiplicity is 1. For the largest force on an atom, the calculation gives 4.0 eV/Å.

***

No. 4
Molecular formula: C8H15FOSi
Method: DFT, ωB97M-V/def2-TZVPD

XYZ file:
```
26
Properties=species:S:1:pos:R:3
C 2.7703 -0.9619 0.1464
C 2.9714 0.1080 -0.5561
C -1.5382 -1.5337 -0.9651
C -1.5812 -1.9205 0.5148
C -0.2993 -0.7486 -1.2631
C -1.2804 -0.7908 1.4385
C -0.2952 0.4702 -0.2263
C 1.3938 2.8199 0.9668
O -0.1363 -0.0122 1.0627
F 3.6801 -2.0412 0.2482
Si 1.1589 1.6577 -0.6276
H 1.9183 -1.3180 0.7946
H 3.8480 0.1553 -1.2685
H -1.7305 -2.3254 -1.6711
H -2.4143 -0.9026 -1.2584
H -2.4888 -2.4764 0.8281
H -0.6689 -2.6166 0.5984
H 0.6271 -1.4682 -1.0755
H -0.3223 -0.1697 -2.1878
H -2.1293 -0.0783 1.4982
H -1.1485 -1.1764 2.3925
H -1.2088 0.9232 -0.2923
H 1.1985 3.8980 1.0835
H 0.8785 2.1562 1.6990
H 2.4368 2.8435 1.0332
H 0.7727 2.3095 -1.9176
```

For the LUMO energy, the calculation gives 0.8 eV. As for the molar mass: 174.29 g mol⁻¹. For the HOMO-LUMO gap, the calculation gives 10.35 eV. Its spin multiplicity is 1. For the largest force on an atom, the calculation gives 4.5 eV/Å.

***

No. 5
Molecular formula: C8H15N2
Method: DFT, ωB97M-V/def2-TZVPD

XYZ file:
```
25
Properties=species:S:1:pos:R:3
C -0.3174 1.9749 -2.4542
N 0.5668 1.0021 -1.7470
C 0.5405 -0.4119 -1.9371
C 0.1686 0.2160 -0.5878
C 1.2766 0.1538 0.5150
C 1.4098 -1.2483 1.1723
C 0.3491 -1.5570 2.1483
C -0.8300 -0.9494 2.2390
N -1.3213 0.2120 1.4284
C -1.2554 0.0897 -0.0923
H 0.3198 2.7826 -2.8810
H -0.8754 1.3130 -3.1110
H -1.0133 2.4305 -1.6358
H -0.3539 -0.9606 -2.4366
H 1.4721 -0.7882 -2.0919
H 0.9889 1.0690 1.2021
H 2.2691 0.5620 0.0402
H 1.5552 -2.1514 0.4411
H 2.2986 -1.2912 1.6202
H 0.4657 -2.3095 2.8349
H -1.3429 -1.3215 3.0953
H -2.2814 0.3415 1.4907
H -0.6845 0.9653 1.5180
H -1.7970 0.8810 -0.4330
H -1.6083 -1.0042 -0.3381
```

As for the SMILES: CN1C[C@@]12CCC=C[NH2+]C2. For the LUMO energy, the calculation gives -3.2 eV. As for the net charge: +1. As for the molar mass: 139.22 g mol⁻¹. For the HOMO-LUMO gap, the calculation gives 9.30 eV. Its spin multiplicity is 1. For the largest force on an atom, the calculation gives 5.4 eV/Å.

***

No. 6
Molecular formula: C8H15N2
Method: DFT, ωB97M-V/def2-TZVPD

XYZ file:
```
25
Properties=species:S:1:pos:R:3
C 0.8444 -0.7470 -1.1246
C 0.3408 -0.1387 -0.1233
C 1.9849 -1.2693 -1.8351
C 0.5647 -1.6782 -2.1788
C -1.7548 0.8667 1.2089
C -0.3964 0.8249 1.8658
C -2.6104 -0.1773 -0.9805
C 2.0435 0.5750 1.4442
N -1.8120 -0.2474 0.2324
N 0.7224 0.7596 0.8693
H 2.5514 -0.6453 -2.4806
H 2.5623 -1.8473 -1.2186
H 0.2626 -2.6531 -1.9470
H 0.2033 -1.2559 -3.0760
H -2.5257 0.6404 2.0312
H -2.0483 1.7664 0.5947
H -0.2041 1.6020 2.6426
H -0.3159 -0.1751 2.4129
H -2.4313 0.5884 -1.7920
H -2.5274 -1.1016 -1.5912
H -3.6156 -0.1801 -0.6041
H 2.7578 0.8756 0.6993
H 2.2344 1.0913 2.3593
H 2.0748 -0.4568 1.6258
H 0.7589 1.8054 0.6303
```

For the LUMO energy (spin up / spin down), the calculation gives -3.5 / -3.5 eV. As for the net charge: +1. As for the molar mass: 139.22 g mol⁻¹. For the HOMO-LUMO gap (spin up / spin down), the calculation gives 8.90 / 8.90 eV. Its spin multiplicity is 1. For the largest force on an atom, the calculation gives 5.3 eV/Å.

***

No. 7
Molecular formula: C8H15N2
Method: DFT, ωB97M-V/def2-TZVPD

XYZ file:
```
25
Properties=species:S:1:pos:R:3
C -2.4680 -0.4352 0.9089
C 0.8503 -0.9902 -0.3555
C 1.7089 -0.1644 0.5094
C -1.2706 0.8007 -0.5806
C -0.6833 -0.5814 -0.3810
C 1.2899 -0.9006 -1.8660
C 2.0479 -0.4577 1.8676
C -0.5389 2.1054 -0.5445
N -2.4025 0.7683 0.3922
N -1.5354 -1.2496 0.5259
H -3.3042 -0.7393 1.4127
H 0.9085 -1.9705 0.0515
H 2.3262 0.4692 0.0594
H -1.7028 0.8799 -1.7237
H 1.1644 0.0432 -2.2727
H 0.8179 -1.6105 -2.5698
H 2.3634 -1.2085 -2.0334
H 1.5087 -1.3486 2.2362
H 1.6519 0.3171 2.5469
H 3.1582 -0.4691 2.0306
H -1.1560 2.9626 -0.8172
H 0.2258 2.1860 -1.3120
H -0.2498 2.3638 0.4355
H -3.0378 1.4643 0.6340
H -1.6727 -2.2350 0.8457
```

For the LUMO energy (spin up / spin down), the calculation gives -4.3 / -3.3 eV. As for the net charge: +1. As for the molar mass: 139.22 g mol⁻¹. For the HOMO-LUMO gap (spin up / spin down), the calculation gives 6.73 / 8.45 eV. Its spin multiplicity is 1. For the largest force on an atom, the calculation gives 4.2 eV/Å.

***

No. 8
Molecular formula: C8H15N2O2
Method: DFT, ωB97M-V/def2-TZVPD

XYZ file:
```
27
Properties=species:S:1:pos:R:3
C 0.9386 -3.9274 -1.1481
C 0.5658 -2.9520 -0.1794
C 0.3612 -2.2380 0.7758
N 0.2364 -1.6161 2.0457
O -0.3313 -2.4343 3.0338
C 0.3048 -0.1954 2.1033
O 0.1600 0.4728 3.1270
C 0.5322 0.6224 0.7773
N 0.7347 2.0291 1.3268
C -0.7268 0.6666 -0.2100
C -0.1658 1.0792 -1.6305
C -1.7634 1.5228 0.5744
H 1.5872 -4.7160 -0.7086
H -0.0745 -4.3851 -1.4281
H 1.6612 -3.4335 -1.8286
H 0.1549 -2.2892 3.8677
H 1.3436 0.1875 0.3639
H 0.2009 2.6903 0.7814
H 1.6231 2.5306 1.2097
H 0.6760 1.7211 2.4143
H -0.9245 -0.4308 -0.2828
H 0.6219 1.8749 -1.6097
H 0.1560 0.1047 -1.9794
H -1.0817 1.4415 -2.0240
H -1.8165 2.4787 0.2639
H -2.7071 1.1351 0.2733
H -1.7049 1.4750 1.5918
```

As for the SMILES: CC#CN(O)C(=O)[C@H]([NH3+])C(C)C. For the LUMO energy, the calculation gives -3.0 eV. As for the net charge: +1. As for the molar mass: 171.22 g mol⁻¹. For the HOMO-LUMO gap, the calculation gives 9.59 eV. Its spin multiplicity is 1. For the largest force on an atom, the calculation gives 4.8 eV/Å.

***

No. 9
Molecular formula: C8H15N2OS
Method: DFT, ωB97M-V/def2-TZVPD

XYZ file:
```
27
Properties=species:S:1:pos:R:3
C -1.1933 0.2842 2.4821
C 0.8136 -1.5520 0.0417
C -0.2541 -1.0920 -1.0770
C 0.6652 -0.5098 1.2247
C -0.1460 0.3547 -1.5296
C 0.5964 0.9220 0.6949
C -1.2176 0.7981 -2.4759
C 2.0015 1.6347 0.7091
N -0.5433 -0.7879 1.9939
N -2.3765 0.2497 2.9707
O -0.2106 1.2780 -0.3690
S -0.4167 1.7834 2.0742
H 0.5064 -2.4473 0.5239
H 1.7833 -1.4298 -0.4094
H -0.1228 -1.5973 -2.0572
H -1.3343 -1.0926 -0.8260
H 1.5639 -0.5511 1.9315
H 0.8676 0.6375 -1.9762
H -2.1817 1.0060 -2.0423
H -1.2727 -0.1577 -3.1181
H -0.9250 1.6300 -3.0230
H 1.9009 2.5805 0.2172
H 2.6462 1.1463 0.1186
H 2.3505 1.8628 1.7050
H -0.7653 -1.7165 2.2141
H -2.7665 -0.6104 3.1942
H -2.8805 1.1369 3.1256
```

For the LUMO energy, the calculation gives -3.1 eV. As for the net charge: +1. As for the molar mass: 187.29 g mol⁻¹. For the HOMO-LUMO gap, the calculation gives 10.25 eV. Its spin multiplicity is 1. For the largest force on an atom, the calculation gives 4.3 eV/Å.

***

No. 10
Molecular formula: C8H15N3O2S
Method: DFT, ωB97M-V/def2-TZVPD

XYZ file:
```
29
Properties=species:S:1:pos:R:3
C -0.9599 1.9208 -1.6409
C -1.0360 0.5915 -2.4142
C -2.0017 1.8590 -0.5000
C -0.2830 -0.5857 -1.8597
C -0.6004 -0.8624 -0.1806
C 1.9944 0.2564 2.0759
C 2.0383 -2.1004 1.6042
C 1.1383 -0.8206 1.6144
N 1.0999 -0.2931 -1.7968
N 1.5744 -0.2980 -0.6834
N 0.7223 -0.5099 0.2989
O -3.2233 -0.3758 0.2220
O -1.6653 0.6655 1.7963
S -1.9205 0.2557 0.4692
H 0.0164 2.1023 -1.3394
H -1.4737 2.6816 -2.2837
H -2.1652 0.3464 -2.7160
H -0.5557 0.8554 -3.3320
H -2.1129 2.6470 0.1902
H -3.0420 1.8240 -0.9117
H -0.5608 -1.4959 -2.4202
H -0.8219 -1.8511 -0.0426
H 3.0866 0.1592 1.7112
H 1.6358 1.2436 1.8503
H 2.0724 0.1007 3.1916
H 2.9976 -1.8493 0.9780
H 1.3866 -3.0041 1.3594
H 2.3752 -2.4402 2.5754
H 0.2840 -1.0226 2.1842
```

As for the expectation value of S²: 2.008. For the LUMO energy (spin up / spin down), the calculation gives 0.7 / -2.4 eV. As for the molar mass: 217.29 g mol⁻¹. For the HOMO-LUMO gap (spin up / spin down), the calculation gives 6.42 / 6.58 eV. Its spin multiplicity is 3. For the largest force on an atom, the calculation gives 9.8 eV/Å.

***

No. 11
Molecular formula: C8H15N3O4
Method: DFT, ωB97M-V/def2-TZVPD

XYZ file:
```
30
Properties=species:S:1:pos:R:3
C 3.6333 -1.5564 -0.0042
C 2.9871 -0.2236 0.3770
N 2.8586 -0.1345 1.8279
C 1.5981 -0.1808 -0.2518
O 1.3764 0.2549 -1.3664
N 0.6408 -0.7292 0.5096
C -0.7459 -0.6767 0.1007
C -1.4564 0.5513 0.6842
C -2.9814 0.4747 0.5246
C -3.5660 1.8394 0.1693
N -3.1900 2.2599 -1.0520
O -4.2885 2.4716 0.9079
C -0.7961 -0.6606 -1.4338
O -1.3799 0.1582 -2.0956
O -0.2883 -1.7841 -1.9419
H 4.6596 -1.5944 0.3552
H 3.0745 -2.3770 0.4386
H 3.6357 -1.6704 -1.0845
H 3.5743 0.5973 -0.0662
H 2.5798 0.8023 2.1015
H 3.7513 -0.3292 2.2687
H 0.8856 -0.9871 1.4557
H -1.2351 -1.6016 0.4294
H -1.1976 0.6394 1.7404
H -1.0662 1.4320 0.1707
H -3.4499 0.1240 1.4435
H -3.2391 -0.2119 -0.2826
H -2.5811 1.6963 -1.6292
H -3.5059 3.1544 -1.3861
H -0.2876 -1.7383 -2.9106
```

As for the SMILES: C[C@H](N)C(=O)N[C@@H](CCC(N)=O)C(=O)O. For the LUMO energy, the calculation gives 0.6 eV. As for the molar mass: 217.23 g mol⁻¹. For the HOMO-LUMO gap, the calculation gives 9.95 eV. Its spin multiplicity is 1. For the largest force on an atom, the calculation gives 0.7 eV/Å.

***

No. 12
Molecular formula: C8H15N3P
Method: DFT, ωB97M-V/def2-TZVPD

XYZ file:
```
27
Properties=species:S:1:pos:R:3
C 0.1714 -1.0575 -1.7589
C 0.5435 -2.4430 -1.8605
C -0.1854 -0.2920 -0.6873
C -0.5750 -0.7913 0.5923
C -0.0433 1.3804 1.4681
C -0.3900 1.2050 -0.9868
C 0.8618 1.8697 -1.5449
C -1.0008 -0.3853 2.9155
N 1.1355 -3.1198 -0.9574
N -0.5184 0.0147 1.6151
N -0.7739 1.9264 0.2820
P 1.7873 -4.6355 -1.0072
H 0.1867 -0.5618 -2.7235
H 0.3228 -2.8591 -2.8507
H -0.2663 1.9768 2.3558
H 1.0298 1.4117 1.2522
H -1.2205 1.3339 -1.6896
H 1.7270 1.6904 -0.9112
H 0.7155 2.9434 -1.6619
H 1.0938 1.4672 -2.5263
H -1.8501 0.2287 3.2228
H -1.3139 -1.4235 2.8509
H -0.2119 -0.2960 3.6635
H -1.7798 1.8011 0.4468
H -0.5823 2.9280 0.1648
H 0.8346 -5.3765 -1.7286
H 1.3196 -4.9857 0.2565
```

As for the expectation value of S²: 2.052. For the LUMO energy (spin up / spin down), the calculation gives -3.3 / -4.9 eV. As for the net charge: +1. As for the molar mass: 184.20 g mol⁻¹. For the HOMO-LUMO gap (spin up / spin down), the calculation gives 6.52 / 6.35 eV. Its spin multiplicity is 3. For the largest force on an atom, the calculation gives 4.7 eV/Å.

***

> What is the largest force on an atom in the fourth record?

4.5 eV/Å

***

> spin multiplicity of number 4 (C8H15FOSi)?

1

***

> Look up the spin multiplicity of the ninth one.

1